No. 1
Below is C49H42CrN2O5SSe as an isolated structure in a non-equilibrium geometry, with properties calculated with ωB97M-V/def2-TZVPD.

CARTESIAN COORDINATES (ANGSTROEM)
Cr: -1.434 0.574 -1.236
C: -0.844 -0.870 5.302
C: -1.709 -0.418 4.163
C: -3.157 -0.172 4.597
O: -1.177 0.771 3.642
C: -1.344 0.769 2.267
C: -1.469 -0.695 1.840
O: -1.505 -1.359 3.098
C: -2.662 -1.109 0.835
O: -2.824 -0.151 -0.175
C: -4.009 -1.234 1.582
C: -4.315 -2.311 2.444
C: -5.525 -2.427 3.058
C: -6.559 -1.543 2.782
C: -6.255 -0.452 1.958
C: -4.986 -0.247 1.422
C: -2.370 -2.476 0.271
C: -1.348 -3.315 0.719
C: -0.978 -4.464 0.016
C: -1.656 -4.814 -1.114
C: -2.714 -4.066 -1.544
C: -3.069 -2.942 -0.864
C: -0.204 1.504 1.548
O: -0.446 1.434 0.158
C: 1.242 0.959 1.855
C: 2.322 1.712 1.372
C: 3.634 1.313 1.548
C: 3.908 0.149 2.259
C: 2.886 -0.574 2.757
C: 1.564 -0.147 2.641
C: -0.235 2.967 2.048
C: -1.107 3.866 1.421
C: -1.128 5.206 1.846
C: -0.362 5.651 2.894
C: 0.514 4.726 3.514
C: 0.531 3.411 3.135
H: -0.705 -0.108 6.035
H: 0.143 -1.138 4.990
H: -1.299 -1.667 5.842
H: -3.163 0.587 5.391
H: -3.680 -1.061 4.939
H: -3.669 0.240 3.719
H: -2.205 1.316 1.967
H: -0.539 -1.028 1.404
H: -3.558 -3.067 2.547
H: -5.660 -3.198 3.809
H: -7.515 -1.596 3.305
H: -7.053 0.246 1.730
H: -4.824 0.638 0.865
H: -0.843 -3.009 1.660
H: -0.160 -5.060 0.431
H: -1.379 -5.787 -1.653
H: -3.160 -4.348 -2.503
H: -3.845 -2.298 -1.287
H: 2.087 2.529 0.676
H: 4.401 1.873 1.063
H: 4.953 -0.139 2.464
H: 3.073 -1.417 3.405
H: 0.710 -0.696 3.088
H: -1.703 3.561 0.568
H: -1.902 5.851 1.382
H: -0.479 6.627 3.326
H: 1.150 5.048 4.336
H: 1.119 2.678 3.724
Se: -3.027 1.934 -5.508
C: -2.842 1.080 -3.978
N: -2.738 0.658 -2.901
N: 6.024 -2.869 -6.069
C: 4.990 -2.733 -5.583
C: 3.796 -2.469 -4.850
C: 2.853 -1.535 -5.243
C: 1.759 -1.280 -4.472
C: 1.572 -2.033 -3.264
C: 2.460 -3.019 -2.929
C: 3.544 -3.268 -3.701
C: 0.489 -1.602 -2.430
C: -0.270 -0.956 -1.756
H: 3.061 -0.917 -6.067
H: 1.112 -0.447 -4.684
H: 2.197 -3.590 -2.054
H: 4.285 -4.005 -3.438
C: 5.808 -0.127 -3.115
C: 4.468 0.590 -3.160
C: 4.131 1.599 -4.013
C: 2.903 2.313 -3.858
C: 2.071 1.895 -2.822
C: 2.421 0.887 -1.945
C: 3.587 0.195 -2.213
S: 0.698 2.852 -2.249
C: 0.511 3.917 -3.659
O: -0.499 1.955 -2.450
H: 6.503 0.097 -3.910
H: 5.620 -1.205 -3.151
H: 6.267 -0.053 -2.123
H: 4.871 1.872 -4.777
H: 2.823 3.243 -4.450
H: 1.683 0.562 -1.238
H: 3.985 -0.579 -1.510
H: 0.550 3.245 -4.498
H: 1.329 4.700 -3.678
H: -0.501 4.287 -3.538

spin multiplicity: 4
expectation value of S²: 3.78
total charge: -1
HOMO (spin up / spin down): -5.07 / -5.13 eV

No. 2
Below is C49H42MnNP2SSi as an isolated structure, with properties calculated with ωB97M-V/def2-TZVPD.

CARTESIAN COORDINATES (ANGSTROEM)
Mn: -0.313 0.206 -0.254
C: 3.175 0.228 -0.634
Si: 1.673 0.135 -1.732
C: 1.530 1.602 -2.893
C: 2.472 1.807 -3.907
C: 2.337 2.851 -4.807
C: 1.256 3.722 -4.715
C: 0.327 3.560 -3.705
C: 0.468 2.506 -2.806
P: -0.594 2.362 -1.364
C: -2.322 2.493 -1.845
C: -2.718 2.207 -3.149
C: -4.061 2.255 -3.488
C: -5.012 2.563 -2.526
C: -4.624 2.822 -1.219
C: -3.283 2.792 -0.877
C: -0.228 3.735 -0.265
C: 0.762 3.550 0.691
C: 1.138 4.587 1.527
C: 0.517 5.823 1.405
C: -0.465 6.020 0.445
C: -0.837 4.983 -0.394
C: 1.591 -1.519 -2.613
C: 2.606 -1.892 -3.501
C: 2.569 -3.110 -4.160
C: 1.517 -3.993 -3.943
C: 0.510 -3.655 -3.059
C: 0.548 -2.424 -2.406
P: -0.755 -1.976 -1.250
C: -2.270 -1.697 -2.200
C: -2.279 -1.726 -3.592
C: -3.460 -1.490 -4.281
C: -4.627 -1.210 -3.587
C: -4.619 -1.156 -2.200
C: -3.447 -1.401 -1.507
C: -1.040 -3.330 -0.111
C: -0.178 -3.447 0.980
C: -0.319 -4.507 1.860
C: -1.324 -5.445 1.657
C: -2.186 -5.327 0.577
C: -2.046 -4.272 -0.312
H: 4.075 0.162 -1.249
H: 3.199 -0.599 0.075
H: 3.228 1.170 -0.087
H: 3.326 1.152 -4.008
H: 3.073 2.991 -5.585
H: 1.152 4.531 -5.423
H: -0.499 4.255 -3.617
H: -1.984 1.963 -3.907
H: -4.361 2.053 -4.505
H: -6.057 2.606 -2.797
H: -5.366 3.062 -0.472
H: -2.987 3.020 0.141
H: 1.270 2.593 0.775
H: 1.912 4.434 2.264
H: 0.807 6.638 2.051
H: -0.939 6.985 0.347
H: -1.605 5.144 -1.140
H: 3.450 -1.241 -3.682
H: 3.365 -3.381 -4.838
H: 1.494 -4.944 -4.454
H: -0.299 -4.350 -2.874
H: -1.377 -1.956 -4.145
H: -3.468 -1.537 -5.361
H: -5.547 -1.035 -4.127
H: -5.530 -0.938 -1.659
H: -3.460 -1.392 -0.421
H: 0.612 -2.719 1.140
H: 0.352 -4.602 2.701
H: -1.433 -6.272 2.343
H: -2.967 -6.059 0.425
H: -2.725 -4.181 -1.151
N: 0.082 0.048 1.715
S: 0.824 0.971 2.813
C: -0.370 2.066 3.542
C: 0.045 2.847 4.612
C: -0.832 3.781 5.132
C: -2.101 3.932 4.584
C: -2.497 3.148 3.514
C: -1.626 2.206 2.980
C: 1.256 -0.090 4.151
C: 2.591 -0.456 4.258
C: 2.965 -1.332 5.268
C: 2.011 -1.823 6.144
C: 0.677 -1.451 6.027
C: 0.289 -0.575 5.028
H: -0.460 -0.682 2.185
H: 1.030 2.732 5.043
H: -0.528 4.393 5.969
H: -2.782 4.662 4.999
H: -3.487 3.262 3.097
H: -1.925 1.588 2.138
H: 3.326 -0.058 3.573
H: 4.000 -1.619 5.377
H: 2.309 -2.493 6.937
H: -0.054 -1.833 6.725
H: -0.741 -0.253 4.946

spin multiplicity: 5
expectation value of S²: 6.33
total charge: +2
HOMO (spin up / spin down): -13.24 / -13.35 eV

No. 3
Below is C49H42NP2S2SiTi as an isolated structure, with properties calculated with ωB97M-V/def2-TZVPD.

CARTESIAN COORDINATES (ANGSTROEM)
Ti: 0.054 0.593 -0.139
C: -1.155 -2.488 -1.546
Si: 0.560 -1.940 -0.927
C: 1.056 -3.387 0.266
C: 0.491 -4.645 0.029
C: 0.692 -5.726 0.880
C: 1.446 -5.578 2.034
C: 2.008 -4.342 2.311
C: 1.832 -3.283 1.430
P: 2.668 -1.717 1.792
C: 3.039 -1.153 3.353
C: 0.939 -0.203 4.483
C: 1.588 0.255 5.761
C: 2.805 -0.085 6.222
C: 3.811 -0.983 5.687
C: 3.886 -1.490 4.426
C: 3.905 -1.702 0.463
C: 4.669 -2.856 0.299
C: 5.656 -2.912 -0.671
C: 5.874 -1.820 -1.496
C: 5.115 -0.670 -1.338
C: 4.138 -0.603 -0.357
C: 1.648 -2.050 -2.484
C: 2.493 -3.092 -2.858
C: 3.159 -3.065 -4.076
C: 2.975 -2.007 -4.959
C: 2.144 -0.954 -4.607
C: 1.513 -0.971 -3.366
P: 0.539 0.414 -2.725
C: -0.394 1.136 -4.094
C: -0.319 2.487 -4.419
C: -1.131 3.005 -5.417
C: -2.016 2.181 -6.095
C: -2.092 0.833 -5.773
C: -1.290 0.311 -4.772
C: 1.748 1.667 -2.215
C: 1.285 2.535 -1.223
C: 2.136 3.451 -0.606
C: 3.460 3.508 -0.997
C: 3.930 2.657 -1.998
C: 3.091 1.733 -2.594
H: -1.130 -3.415 -2.122
H: -1.580 -1.712 -2.189
H: -1.850 -2.618 -0.713
H: -0.133 -4.799 -0.841
H: 0.243 -6.681 0.643
H: 1.589 -6.409 2.713
H: 2.574 -4.185 3.224
H: 0.106 0.476 4.258
H: 1.026 0.978 6.342
H: 3.079 0.363 7.174
H: 4.593 -1.267 6.381
H: 4.685 -2.200 4.225
H: 4.476 -3.727 0.915
H: 6.245 -3.813 -0.789
H: 6.635 -1.865 -2.265
H: 5.285 0.180 -1.985
H: 3.559 0.308 -0.246
H: 2.631 -3.937 -2.192
H: 3.816 -3.883 -4.347
H: 3.482 -2.003 -5.916
H: 1.990 -0.124 -5.287
H: 0.368 3.140 -3.896
H: -1.070 4.057 -5.662
H: -2.650 2.588 -6.872
H: -2.785 0.186 -6.296
H: -1.362 -0.740 -4.517
H: 0.215 2.619 -0.988
H: 1.737 4.082 0.177
H: 4.137 4.211 -0.530
H: 4.967 2.717 -2.304
H: 3.466 1.054 -3.349
S: -0.442 2.382 1.578
C: -1.863 3.116 0.854
C: -2.249 4.395 1.262
C: -3.375 5.003 0.735
C: -4.140 4.341 -0.217
C: -3.771 3.074 -0.632
C: -2.640 2.449 -0.107
S: -2.239 0.825 -0.662
H: -1.650 4.906 2.005
H: -3.655 5.995 1.068
H: -5.022 4.810 -0.634
H: -4.358 2.548 -1.374
C: 0.584 -2.442 5.748
C: 0.369 -1.607 4.529
C: -0.361 -2.094 3.513
C: -0.657 -1.407 2.276
N: 0.093 -0.625 1.597
C: 1.465 -0.341 1.892
C: 1.975 -0.066 3.347
H: 0.125 -3.424 5.634
H: 0.167 -1.951 6.630
H: 1.653 -2.558 5.934
H: -0.835 -3.064 3.614
H: -1.637 -1.581 1.834
H: 1.810 0.486 1.238
H: 2.373 0.951 3.397

spin multiplicity: 2
expectation value of S²: 0.76
HOMO (spin up / spin down): -6.55 / -6.54 eV

No. 4
Below is C49H42P2Si2V as an isolated structure in a non-equilibrium geometry, with properties calculated with ωB97M-V/def2-TZVPD.

CARTESIAN COORDINATES (ANGSTROEM)
V: -0.296 -0.338 -0.364
C: -1.249 3.007 -1.729
Si: -0.070 2.090 -0.556
C: -0.455 2.699 1.208
C: -0.717 4.045 1.456
C: -1.116 4.483 2.710
C: -1.270 3.571 3.744
C: -1.011 2.227 3.525
C: -0.599 1.791 2.269
P: -0.137 0.049 1.979
C: 1.566 -0.031 2.640
C: 2.131 -1.295 2.820
C: 3.411 -1.423 3.333
C: 4.140 -0.289 3.666
C: 3.591 0.969 3.469
C: 2.306 1.103 2.957
C: -1.026 -0.937 3.231
C: -0.605 -0.984 4.562
C: -1.332 -1.706 5.493
C: -2.477 -2.392 5.111
C: -2.889 -2.365 3.788
C: -2.162 -1.643 2.853
C: 1.663 2.613 -1.173
C: 1.904 3.902 -1.645
C: 3.115 4.239 -2.232
C: 4.108 3.283 -2.373
C: 3.898 1.995 -1.903
C: 2.682 1.658 -1.314
P: 2.378 0.029 -0.551
C: 3.973 -0.839 -0.741
C: 4.909 -0.652 0.275
C: 6.167 -1.224 0.177
C: 6.492 -1.998 -0.927
C: 5.559 -2.197 -1.934
C: 4.300 -1.622 -1.846
C: 1.360 -0.894 -1.767
C: 0.983 -2.189 -1.356
C: 0.342 -3.049 -2.243
C: 0.011 -2.607 -3.515
C: 0.317 -1.305 -3.903
C: 0.985 -0.448 -3.039
H: -0.947 4.054 -1.814
H: -1.236 2.578 -2.733
H: -2.276 2.979 -1.367
H: -0.618 4.763 0.649
H: -1.319 5.533 2.876
H: -1.595 3.905 4.720
H: -1.140 1.518 4.333
H: 1.552 -2.179 2.572
H: 3.838 -2.407 3.479
H: 5.134 -0.389 4.082
H: 4.161 1.853 3.724
H: 1.885 2.089 2.808
H: 0.295 -0.465 4.867
H: -1.001 -1.739 6.523
H: -3.042 -2.955 5.843
H: -3.770 -2.907 3.472
H: -2.477 -1.640 1.823
H: 1.138 4.661 -1.543
H: 3.279 5.249 -2.586
H: 5.049 3.537 -2.843
H: 4.684 1.257 -2.002
H: 4.646 -0.052 1.140
H: 6.893 -1.069 0.965
H: 7.472 -2.450 -1.003
H: 5.810 -2.800 -2.797
H: 3.584 -1.776 -2.643
H: 1.336 -2.569 -0.398
H: 0.115 -4.064 -1.945
H: -0.491 -3.271 -4.205
H: 0.055 -0.965 -4.896
H: 1.259 0.550 -3.359
C: -4.413 1.626 -4.655
C: -3.398 0.681 -4.663
C: -2.897 0.194 -3.465
C: -3.392 0.633 -2.238
C: -4.417 1.580 -2.250
C: -4.922 2.074 -3.444
Si: -2.752 -0.092 -0.609
C: -3.586 -1.803 -0.467
C: -3.058 -2.915 -1.123
C: -3.632 -4.173 -0.999
C: -4.759 -4.341 -0.209
C: -5.318 -3.243 0.431
C: -4.737 -1.990 0.302
H: -4.809 2.008 -5.587
H: -3.001 0.321 -5.605
H: -2.110 -0.551 -3.486
H: -4.825 1.939 -1.311
H: -5.716 2.810 -3.430
H: -3.423 0.729 0.449
H: -2.190 -2.793 -1.762
H: -3.202 -5.020 -1.519
H: -5.205 -5.321 -0.100
H: -6.211 -3.363 1.032
H: -5.183 -1.141 0.810

spin multiplicity: 3
expectation value of S²: 2.07
total charge: +1
HOMO (spin up / spin down): -10.68 / -10.57 eV